(1)
Molecular formula: C14H34IN4O2P2Ru
Method: DFT, ωB97M-V/def2-TZVPD

## Properties
ΔE to the lowest compared entry with this formula, charge and spin = 0.0 kJ/mol
2S+1 = 2
Orbital gap (alpha / beta) = 7.47 / 6.18 eV
⟨S²⟩ = 0.769
Charge = +4

Each line ends with the Löwdin charge.
Element x y z (Å)
Ru: 0.73958 -1.12586 -0.25987  0.627
C: 1.67730 -2.27741 2.98970  -0.235
P: 0.51236 -1.18565 2.15564  0.788
C: 0.61266 0.39193 3.01981  -0.201
C: -1.15949 -1.84476 2.44852  -0.359
C: -1.41763 -3.04385 1.55758  -0.353
P: -1.09414 -2.65393 -0.19545  0.754
C: -2.60152 -1.90682 -0.86404  -0.214
C: -0.90941 -4.24213 -1.02873  -0.241
H: 1.63816 -3.28715 2.58763  0.019
H: 1.43012 -2.31412 4.05363  0.087
H: 2.69114 -1.88773 2.88753  0.069
H: 0.34470 0.21250 4.06431  0.090
H: -0.07687 1.12425 2.60263  0.045
H: 1.63072 0.78125 2.98771  0.072
H: -1.88607 -1.04832 2.26325  0.098
H: -1.24358 -2.10582 3.50719  0.124
H: -2.45604 -3.37982 1.63188  0.124
H: -0.79297 -3.89557 1.84014  0.106
H: -3.36322 -2.68547 -0.95504  0.087
H: -2.43250 -1.49305 -1.85985  0.059
H: -2.98808 -1.14121 -0.18780  0.053
H: -1.80910 -4.82368 -0.80783  0.092
H: -0.04693 -4.80366 -0.67553  0.004
H: -0.83762 -4.11699 -2.11035  0.076
O: 1.27127 -1.25715 -3.15284  0.275
N: 0.85201 -1.02711 -2.15314  -0.052
C: -1.87659 5.28783 -1.01122  -0.016
C: -0.94516 4.27526 -0.37355  -0.136
N: -1.24878 2.85847 -0.54457  0.073
C: -2.56629 2.46638 -1.02616  -0.137
C: -2.54557 2.21820 -2.55171  0.006
C: -0.24491 1.89863 -0.25134  -0.297
C: 1.10998 2.38186 0.12697  0.012
N: -0.51660 0.63697 -0.33450  0.090
H: -1.46979 6.27529 -0.79784  0.119
H: -2.89034 5.26545 -0.61350  0.102
H: -1.93303 5.16943 -2.09318  0.100
H: -0.92872 4.44010 0.72446  0.189
H: 0.09088 4.44752 -0.67547  0.143
H: -3.25372 3.27583 -0.79841  0.136
H: -2.91324 1.58456 -0.48610  0.127
H: -2.23624 3.10630 -3.09810  0.093
H: -3.56107 1.96714 -2.85664  0.116
H: -1.87449 1.39873 -2.81539  0.073
H: 1.07816 3.07804 0.96634  0.120
H: 1.57313 2.89962 -0.71736  0.125
H: 1.73651 1.53417 0.38694  0.052
H: -1.46254 0.42350 -0.63943  0.041
N: 4.97210 -0.07330 -0.96901  0.261
C: 3.95525 -0.84239 -0.65562  -0.576
O: 2.85039 -0.38750 -0.27896  -0.199
C: 4.19746 -2.33401 -0.73567  -0.409
I: 2.38319 -3.39063 -0.39651  1.295
H: 4.90032 0.93302 -0.90144  0.157
H: 5.87202 -0.44922 -1.24027  0.163
H: 4.90478 -2.66256 0.02535  0.095
H: 4.55805 -2.64531 -1.71478  0.089

(2)
Molecular formula: C14H34IrNO2P2Si
Method: DFT, ωB97M-V/def2-TZVPD

## Properties
ΔE to the lowest compared entry with this formula, charge and spin = 0.0 kJ/mol
2S+1 = 6
Orbital gap (alpha / beta) = 4.27 / 5.38 eV
⟨S²⟩ = 8.765
Charge = +1

Each line ends with the Löwdin charge.
Element x y z (Å)
C: 0.14374 -1.52269 -3.76482  0.026
C: -0.11543 -0.73944 -2.64055  -0.306
N: 0.79862 -0.63764 -1.65591  -0.129
C: 1.93509 -1.36052 -1.70641  -0.280
C: 2.23817 -2.11791 -2.83320  0.025
C: 1.33428 -2.22209 -3.87623  -0.079
C: -1.45433 -0.06910 -2.50028  -0.268
P: -1.52754 1.09524 -1.11425  0.678
Ir: 0.45278 0.71049 -0.03518  0.769
P: 2.17849 -0.49059 0.90222  0.694
C: 2.92100 -1.28907 -0.57067  -0.249
O: -3.16010 -2.77884 -1.29462  -0.063
O: -0.49912 -3.29629 0.35474  -0.069
H: -0.61943 -1.52173 -4.53831  0.136
H: 3.19948 -2.61467 -2.86878  0.136
H: 1.56559 -2.80434 -4.77007  0.113
C: -1.41509 2.71931 -1.92701  -0.226
C: -3.20148 0.92244 -0.44473  -0.219
H: 3.28344 -2.28978 -0.29848  0.111
H: 3.80197 -0.71483 -0.88572  0.115
H: -2.19051 -0.86173 -2.29320  0.081
H: -1.76268 0.45915 -3.42564  0.116
C: 3.54851 0.46098 1.62752  -0.232
C: 1.89139 -1.92335 2.00458  -0.223
H: -0.69099 -2.33801 0.27740  0.009
H: -1.18197 -3.57469 0.97905  0.068
H: -2.29278 -3.00437 -0.93709  -0.005
H: -3.20032 -3.25949 -2.15336  0.073
H: 0.94805 2.17196 0.43997  -0.052
H: -0.27008 -0.28464 1.00668  -0.083
H: -2.27373 2.77559 -2.61371  0.062
H: -1.42595 3.57110 -1.22530  0.047
H: -0.46813 2.74699 -2.48642  0.056
H: -3.88053 1.38878 -1.17376  0.063
H: -3.41154 -0.15441 -0.38992  0.048
H: -3.35452 1.38345 0.54023  0.033
H: 2.84495 -2.44560 2.17155  0.059
H: 1.50562 -1.54550 2.95960  0.052
H: 1.16327 -2.61049 1.54718  0.023
H: 4.39941 -0.20821 1.82696  0.064
H: 3.86318 1.23778 0.91329  0.061
H: 3.23494 0.92702 2.57208  0.028
C: 0.96440 2.04949 3.22874  -0.229
Si: -0.38301 1.61214 1.90450  0.235
C: -1.69090 0.58090 2.92645  -0.224
C: -1.27903 3.29694 1.60500  -0.231
H: 1.35037 1.16902 3.75565  0.016
H: 0.51719 2.72704 3.97048  0.034
H: 1.81493 2.57136 2.77070  0.016
H: -2.01232 1.19032 3.79048  0.036
H: -2.57750 0.31260 2.33346  0.004
H: -1.23166 -0.34517 3.30796  0.016
H: -1.37660 3.80643 2.57813  0.037
H: -0.66943 3.94476 0.95815  0.017
H: -2.28217 3.19392 1.17086  0.010

(3)
Molecular formula: C14H34N6O18S2
Method: DFT, ωB97M-V/def2-TZVPD

## Properties
Orbital gap = 8.41 eV
Charge = 0

Each line ends with the Löwdin charge.
Element x y z (Å)
C: 1.90268 -2.88041 -2.50674  0.039
N: 3.06735 -3.40474 -1.74900  -0.430
O: 4.14499 -2.87416 -1.96738  0.040
O: 2.87971 -4.33045 -0.99146  0.095
H: 1.94332 -3.34033 -3.49077  0.111
H: 1.94599 -1.79844 -2.51922  0.061
H: 0.97859 -3.17250 -2.01829  0.095
C: 1.99822 4.83828 1.04050  0.057
N: 1.50708 3.83680 0.06235  -0.427
O: 1.61393 4.10100 -1.12088  0.053
O: 1.06467 2.79433 0.50858  0.068
H: 2.95666 4.47982 1.40600  0.109
H: 1.29652 4.90238 1.86537  0.101
H: 2.07805 5.79043 0.53007  0.097
C: 1.20407 -0.65980 4.37509  0.043
N: 2.56563 -0.43777 3.82836  -0.438
O: 2.70909 0.45809 3.01680  0.051
O: 3.44628 -1.16684 4.22955  0.077
H: 1.33984 -0.88493 5.42984  0.100
H: 0.73164 -1.48032 3.85539  0.077
H: 0.62349 0.25238 4.29858  0.099
C: 4.85430 0.20459 -2.05455  0.052
N: 4.48854 0.53682 -0.64436  -0.430
O: 3.47635 0.02629 -0.20218  0.054
O: 5.20910 1.28845 -0.04169  0.086
H: 5.32606 -0.77433 -2.04221  0.087
H: 5.55108 0.96222 -2.39108  0.095
H: 3.93381 0.18234 -2.62587  0.079
C: 0.54308 0.54799 -5.51086  -0.147
C: 1.09412 1.25156 -4.31123  -0.139
O: 0.85558 0.24272 -3.28566  -0.218
S: -0.67354 -0.15492 -3.45367  0.562
O: -1.46309 0.92673 -2.98810  -0.220
O: -0.89936 -1.45336 -2.98294  -0.180
O: -0.65052 -0.10869 -5.04548  -0.169
H: 1.23185 -0.19598 -5.91093  0.137
H: 0.28881 1.21596 -6.33326  0.140
H: 0.61191 2.18910 -4.03943  0.129
H: 2.16839 1.41975 -4.30324  0.135
C: -0.84598 0.21335 0.28054  -0.150
C: 0.52280 -0.41922 0.42711  -0.157
O: 0.33908 -1.47029 1.38721  -0.186
S: -1.20617 -1.84945 1.53514  0.558
O: -1.67330 -1.34126 2.77861  -0.234
O: -1.41516 -3.20499 1.24110  -0.202
O: -1.69031 -0.96957 0.31665  -0.173
H: -1.03725 0.64618 -0.69862  0.089
H: -1.10770 1.00040 0.98937  0.130
H: 1.30987 0.23647 0.78771  0.090
H: 0.84971 -0.77637 -0.55119  0.109
C: -2.59341 -6.03535 3.80121  -0.343
O: -1.95936 -6.79070 4.49768  0.017
N: -3.27365 -4.94623 4.24153  -0.197
C: -3.23730 -4.55945 5.61526  -0.064
C: -4.09754 -4.15128 3.36172  -0.059
H: -2.66943 -6.16606 2.70838  0.135
H: -2.60985 -5.23411 6.19595  0.084
H: -4.21992 -4.63816 6.09599  0.091
H: -2.84875 -3.54738 5.74902  0.091
H: -5.05292 -3.90803 3.83041  0.088
H: -3.61609 -3.20840 3.09276  0.066
H: -4.30580 -4.72578 2.45981  0.088
C: -3.64030 5.47496 -1.40740  -0.348
O: -3.64309 6.55499 -1.94728  0.025
N: -2.67030 4.53183 -1.53586  -0.193
C: -2.88923 3.19744 -1.06067  -0.068
C: -1.58804 4.72952 -2.46826  -0.049
H: -4.43454 5.14052 -0.71467  0.135
H: -1.95035 2.70114 -0.81641  0.061
H: -3.37066 2.57234 -1.82039  0.093
H: -3.48859 3.20191 -0.15030  0.091
H: -1.83186 4.37366 -3.47419  0.097
H: -1.33493 5.78885 -2.52437  0.091
H: -0.66394 4.24843 -2.13954  0.061

(4)
Molecular formula: C14H34N6O3P
Method: DFT, ωB97M-V/def2-TZVPD

## Properties
Orbital gap = 7.49 eV
Charge = +1

Each line ends with the Löwdin charge.
Element x y z (Å)
C: 0.55366 -4.86212 -0.05840  -0.137
C: 1.39258 -3.90601 -0.93353  -0.413
P: 0.59760 -2.29479 -1.35222  1.012
C: 1.99254 -1.11248 -1.10029  -0.280
C: -0.43399 -1.96242 0.14698  -0.427
N: -1.74602 -1.75999 -0.00508  0.173
C: -2.22995 -1.48359 1.19528  -0.377
N: -3.51293 -1.17363 1.54968  0.156
N: -1.23177 -1.52005 2.09037  0.211
N: -0.10152 -1.83337 1.43857  -0.014
C: 1.20251 -1.98708 2.08216  -0.054
C: 1.38631 -0.99780 3.23124  -0.367
O: 1.03269 0.30611 2.81132  -0.018
C: 2.80978 -1.06505 3.79188  -0.210
N: 3.40667 -2.39110 3.64128  0.011
H: 0.43510 -5.82515 -0.55094  0.076
H: 1.06538 -5.05789 0.88462  0.067
H: -0.44164 -4.47951 0.16313  0.051
H: 2.37658 -3.73841 -0.49336  0.070
H: 1.56817 -4.37129 -1.90457  0.070
H: 1.61533 -0.16269 -0.72094  0.028
H: 2.75776 -1.50810 -0.43385  0.028
H: 2.43415 -0.95001 -2.08272  0.045
H: -3.87422 -0.26032 1.33811  0.108
H: -4.15976 -1.87860 1.85160  0.108
H: -1.29533 -1.31153 3.07636  0.188
H: 1.31526 -3.01897 2.40698  0.129
H: 1.93099 -1.77915 1.30423  0.107
H: 0.68007 -1.22602 4.03659  0.145
H: 1.74072 0.67613 2.26859  0.103
H: 2.79004 -0.71397 4.82739  0.125
H: 3.40584 -0.33763 3.23206  0.127
H: 4.28572 -2.43392 4.14075  0.085
H: 2.81132 -3.09230 4.06795  0.076
C: -1.31262 4.39177 0.61370  -0.101
O: -0.36907 3.45656 0.12316  -0.185
C: -0.80871 2.11326 0.11779  -0.231
C: -0.96047 1.58296 -1.29083  -0.232
N: -2.08846 2.19426 -1.96799  -0.043
C: -2.20953 1.85642 -3.38403  -0.193
C: -1.09493 2.30078 -4.32165  -0.229
O: -1.00463 3.69910 -4.48531  -0.172
C: -0.21312 4.38467 -3.53689  -0.099
H: -0.80947 5.35407 0.66791  0.093
H: -2.18242 4.48462 -0.04424  0.085
H: -1.65665 4.11798 1.61578  0.088
H: -1.75196 2.01447 0.66770  0.119
H: -0.05108 1.51489 0.64242  0.096
H: -1.13586 0.50138 -1.24097  0.091
H: -0.00250 1.74128 -1.81007  0.107
H: -2.02583 3.20034 -1.87207  0.079
H: -3.14178 2.29379 -3.74626  0.122
H: -2.31544 0.76952 -3.46673  0.119
H: -1.32229 1.89550 -5.31040  0.125
H: -0.11845 1.89310 -4.02740  0.109
H: 0.62457 3.76946 -3.19388  0.087
H: -0.79349 4.70857 -2.66701  0.073
H: 0.18454 5.27394 -4.02391  0.091

So what do the calculations give for total energy? Going down the list: -54344.147 -49937.186 -82522.490 -39433.196 eV.